(1)
# C39H42N3O6PtTe

A molecular structure, C39H42N3O6PtTe at a distorted geometry (ωB97M-V/def2-TZVPD, OMol25).

Element x y z (Å)
Pt1 0.067 2.207 -1.350
O1 -1.183 3.143 0.701
C1 -2.388 3.786 1.050
C2 -3.449 3.798 -0.064
N1 -3.133 4.599 -1.229
C3 -2.323 5.721 -1.126
C4 -0.643 5.386 -1.171
O2 -0.029 6.175 -0.509
O3 -0.393 4.449 -1.912
C5 -3.358 4.005 -2.496
C6 -2.304 2.855 -2.873
O4 -1.873 2.876 -4.005
O5 -2.120 2.027 -1.944
H1 -1.179 2.228 1.012
H2 -2.125 4.808 1.333
H3 -2.840 3.302 1.925
H4 -4.386 4.173 0.376
H5 -3.596 2.773 -0.409
H6 -2.461 6.253 -0.190
H7 -2.437 6.385 -1.982
H8 -3.297 4.752 -3.285
H9 -4.334 3.511 -2.509
C7 0.575 1.011 -3.177
C8 1.785 1.709 -2.925
C9 2.910 1.087 -2.295
C10 4.086 1.758 -2.117
C11 4.223 3.085 -2.567
C12 3.141 3.719 -3.206
C13 1.962 3.056 -3.394
C14 5.448 3.752 -2.421
N2 6.466 4.280 -2.331
H10 0.539 -0.061 -2.999
H11 -0.089 1.400 -3.941
H12 2.809 0.059 -1.969
H13 4.928 1.278 -1.638
H14 3.264 4.733 -3.558
H15 1.138 3.537 -3.903
C15 -0.966 -7.243 -2.693
C16 -0.666 -5.942 -2.012
C17 -1.667 -5.024 -1.740
C18 -1.379 -3.806 -1.138
C19 -2.469 -2.816 -0.891
C20 -0.074 -3.515 -0.765
Te1 0.580 -1.508 0.093
N3 0.634 0.685 0.217
C21 1.674 1.386 0.578
O6 1.804 2.555 0.127
C22 2.637 0.848 1.577
C23 2.681 1.398 2.851
C24 3.526 0.864 3.808
C25 4.347 -0.207 3.496
C26 4.324 -0.742 2.219
C27 3.467 -0.221 1.265
C28 -0.712 -1.586 1.793
C29 -1.870 -0.827 1.931
C30 -2.427 0.036 0.842
C31 -2.577 -0.884 3.129
C32 -2.175 -1.683 4.184
C33 -2.948 -1.743 5.466
C34 -1.022 -2.439 4.022
C35 -0.285 -2.394 2.850
C36 0.952 -3.228 2.737
C37 0.956 -4.407 -1.061
C38 2.389 -4.087 -0.746
C39 0.640 -5.614 -1.668
H16 -2.011 -7.303 -2.984
H17 -0.743 -8.078 -2.031
H18 -0.352 -7.359 -3.584
H19 -2.688 -5.248 -2.018
H20 -3.371 -3.076 -1.440
H21 -2.141 -1.824 -1.204
H22 -2.699 -2.797 0.174
H23 2.066 2.254 3.082
H24 3.550 1.288 4.801
H25 5.015 -0.615 4.241
H26 4.974 -1.566 1.961
H27 3.488 -0.610 0.256
H28 -1.687 0.255 0.073
H29 -2.810 0.963 1.263
H30 -3.274 -0.464 0.375
H31 -3.476 -0.290 3.228
H32 -3.824 -1.101 5.426
H33 -2.327 -1.425 6.303
H34 -3.271 -2.764 5.666
H35 -0.690 -3.075 4.830
H36 1.173 -3.728 3.677
H37 1.807 -2.600 2.474
H38 0.816 -3.990 1.969
H39 2.695 -3.178 -1.268
H40 3.034 -4.900 -1.069
H41 2.533 -3.930 0.324
H42 1.433 -6.311 -1.899

Atoms 1-2, force components in eV/Å:
0.281 -0.059 0.966
0.312 -0.277 -0.049

Output
<S²>: 8.82
E_HOMO (alpha / beta), eV: -6.97 / -8.23
Total charge: 0
2S+1: 6
Total energy, eV: -68413.49417
Largest force on an atom, eV/Å: 1.6
HOMO-LUMO gap (alpha / beta), Eh: 0.26757 / 0.22177

=====

(2)
# C39H42N8O3Sr

A molecular structure, C39H42N8O3Sr (ωB97M-V/def2-TZVPD, OMol25).

Element x y z (Å)
Sr1 -0.734 1.443 -1.020
N1 -1.210 3.521 -4.587
C1 -2.142 2.400 -4.478
C2 -2.379 2.079 -3.006
O1 -2.214 3.049 -2.186
N2 -2.654 0.885 -2.544
C3 -2.363 -0.312 -3.302
C4 -0.901 -0.822 -3.137
O2 -0.716 -2.025 -3.313
O3 -0.004 0.054 -2.855
H1 -1.468 4.205 -3.884
H2 -1.281 3.955 -5.498
H3 -1.728 1.535 -4.992
H4 -3.129 2.604 -4.917
H5 -2.529 -0.232 -4.383
H6 -3.011 -1.122 -2.964
C5 3.610 0.425 1.429
C6 3.550 0.020 -0.029
C7 4.052 0.908 -0.986
C8 4.776 2.160 -0.543
C9 3.906 0.631 -2.350
C10 4.510 1.580 -3.361
C11 3.252 -0.538 -2.756
C12 2.920 -0.806 -4.203
C13 2.889 -1.492 -1.800
C14 2.320 -2.811 -2.260
C15 3.031 -1.215 -0.436
C16 2.645 -2.286 0.560
H7 4.600 0.261 1.865
H8 2.897 -0.120 2.042
H9 3.383 1.485 1.545
H10 4.102 3.022 -0.463
H11 5.563 2.433 -1.243
H12 5.246 2.030 0.430
H13 5.595 1.447 -3.408
H14 4.338 2.624 -3.100
H15 4.127 1.419 -4.364
H16 3.718 -1.353 -4.717
H17 2.741 0.116 -4.753
H18 2.003 -1.387 -4.274
H19 1.256 -2.707 -2.499
H20 2.436 -3.591 -1.511
H21 2.820 -3.156 -3.165
H22 3.268 -3.173 0.423
H23 1.612 -2.611 0.422
H24 2.773 -1.976 1.593
C17 -2.968 3.138 4.498
C18 -3.267 2.375 3.380
C19 -2.458 2.451 2.258
C20 -1.366 3.309 2.251
C21 -1.060 4.076 3.372
C22 -1.863 3.983 4.493
N3 -0.584 3.322 1.063
N4 0.123 4.324 0.909
C23 0.926 4.360 -0.268
C24 1.456 5.605 -0.561
C25 2.218 5.727 -1.713
C26 2.419 4.613 -2.506
C27 1.859 3.401 -2.123
N5 1.137 3.278 -1.009
H25 -3.592 3.073 5.380
H26 -4.127 1.718 3.381
H27 -2.687 1.863 1.377
H28 -0.194 4.724 3.352
H29 -1.627 4.568 5.372
H30 1.256 6.439 0.095
H31 2.645 6.682 -1.990
H32 2.997 4.670 -3.417
H33 1.995 2.498 -2.706
N6 -3.933 -4.440 2.861
C28 -4.014 -5.495 3.743
C29 -5.060 -6.333 4.118
C30 -4.767 -7.306 5.052
C31 -3.477 -7.441 5.595
C32 -2.447 -6.606 5.218
C33 -2.723 -5.615 4.276
N7 -1.891 -4.654 3.730
C34 -2.640 -3.983 2.902
C35 -2.167 -2.853 2.093
C36 -2.921 -2.301 1.064
C37 -2.404 -1.235 0.350
N8 -1.200 -0.714 0.597
C38 -0.475 -1.252 1.581
C39 -0.913 -2.310 2.351
H34 -4.684 -4.056 2.317
H35 -6.054 -6.235 3.700
H36 -5.547 -7.983 5.373
H37 -3.295 -8.220 6.323
H38 -1.452 -6.704 5.631
H39 -3.890 -2.693 0.788
H40 -2.965 -0.784 -0.464
H41 0.501 -0.814 1.755
H42 -0.297 -2.724 3.137

Atoms 1-2, force components in eV/Å:
0.216 -0.359 0.138
-0.020 -0.009 -0.006

Output
Energy above the lowest of the compared OMol25 structures with the same formula, charge and spin, kcal/mol: 0.92
E_HOMO, eV: -7.61
Total charge: 0
2S+1: 1
Total energy, eV: -60027.72826
Largest force on an atom, eV/Å: 0.4
HOMO-LUMO gap, Eh: 0.22904

=====

(3)
# C39H43BGdN4O3P2Te

A molecular structure, C39H43BGdN4O3P2Te at a distorted geometry (ωB97M-V/def2-TZVPD, OMol25).

Element x y z (Å)
Gd1 0.435 0.079 0.458
C1 -1.198 -0.943 -4.202
N1 -1.867 0.076 -3.416
C2 -2.817 0.858 -4.173
C3 -1.577 0.227 -2.131
O1 -0.712 -0.444 -1.547
C4 -2.337 1.295 -1.316
O2 -1.786 1.369 -0.004
C5 -2.636 1.064 1.095
C6 -2.255 -0.296 1.715
O3 -1.402 -0.995 1.137
N2 -2.846 -0.688 2.832
C7 -2.467 -1.954 3.434
C8 -3.860 0.037 3.563
H1 -1.939 -1.637 -4.602
H2 -0.494 -1.488 -3.580
H3 -0.663 -0.483 -5.033
H4 -3.590 0.202 -4.577
H5 -2.305 1.328 -5.015
H6 -3.289 1.630 -3.576
H7 -3.403 1.046 -1.287
H8 -2.207 2.286 -1.773
H9 -3.688 1.052 0.788
H10 -2.472 1.866 1.827
H11 -1.673 -2.407 2.847
H12 -3.324 -2.626 3.457
H13 -2.113 -1.783 4.449
H14 -4.003 1.040 3.177
H15 -3.562 0.107 4.611
H16 -4.807 -0.505 3.513
Te1 3.185 -0.996 -3.151
C9 5.292 -1.362 -3.005
C10 5.873 -2.592 -3.271
C11 7.226 -2.750 -3.003
N3 7.991 -1.791 -2.514
C12 7.442 -0.609 -2.297
C13 6.104 -0.342 -2.529
C14 3.259 -0.033 -1.132
P1 1.960 1.181 -1.506
C15 2.881 2.322 -2.591
C16 2.321 2.764 -3.782
C17 3.049 3.596 -4.616
C18 4.333 3.979 -4.268
C19 4.888 3.544 -3.075
C20 4.160 2.725 -2.235
C21 1.938 2.344 -0.033
C22 0.823 3.196 0.019
C23 0.767 4.231 0.935
C24 1.814 4.423 1.822
C25 2.908 3.573 1.800
C26 2.977 2.546 0.875
P2 2.468 -1.491 -0.382
C27 3.851 -2.682 -0.297
C28 5.142 -2.259 -0.010
C29 6.163 -3.183 0.100
C30 5.898 -4.533 -0.064
C31 4.611 -4.957 -0.349
C32 3.587 -4.034 -0.466
C33 2.500 -1.193 1.501
C34 3.457 -0.455 2.199
C35 3.445 -0.424 3.582
C36 2.498 -1.145 4.290
C37 1.551 -1.903 3.618
C38 1.542 -1.923 2.231
H17 5.288 -3.412 -3.657
H18 7.720 -3.699 -3.174
H19 8.105 0.156 -1.910
H20 5.689 0.634 -2.331
H21 1.321 2.451 -4.055
H22 2.615 3.947 -5.541
H23 4.904 4.621 -4.922
H24 5.886 3.846 -2.795
H25 4.577 2.395 -1.296
H26 0.044 3.088 -0.739
H27 -0.083 4.900 0.950
H28 1.786 5.244 2.521
H29 3.716 3.721 2.500
H30 3.856 1.919 0.825
H31 5.344 -1.206 0.104
H32 7.169 -2.851 0.311
H33 6.697 -5.255 0.024
H34 4.402 -6.009 -0.474
H35 2.578 -4.356 -0.688
H36 4.235 0.057 1.651
H37 4.187 0.153 4.114
H38 2.509 -1.134 5.367
H39 0.841 -2.497 4.176
H40 0.863 -2.595 1.688
B1 1.158 2.239 4.721
C39 0.666 1.599 3.431
N4 0.333 1.124 2.411
H41 0.610 1.712 5.643
H42 2.339 2.031 4.713
H43 0.908 3.406 4.635

Atoms 1-2, force components in eV/Å:
-0.653 0.201 -0.758
0.266 -0.296 0.025

Output
Energy above the lowest of the compared OMol25 structures with the same formula, charge and spin, kcal/mol: 100.67
<S²>: 15.80
E_HOMO (alpha / beta), eV: -7.40 / -9.87
Total charge: +1
2S+1: 8
Total energy, eV: -100614.81128
Largest force on an atom, eV/Å: 3.3
HOMO-LUMO gap (alpha / beta), Eh: 0.18714 / 0.19727